*a*
ORCA calculation (ωB97M-V/def2-TZVPD) on a cluster of 3 separate species, C3H16N2O2 in total.

Each line ends with the Löwdin charge.
Cartesian coordinates (Å):
O  -1.892  0.067  -1.862  -0.0715
O  2.529  -0.581  2.008  -0.1413
N  0.857  -2.182  0.082  0.1840
N  -0.753  2.334  -0.804  0.1563
C  0.202  0.253  0.416  -0.1897
C  -0.230  -1.097  -0.128  -0.1867
C  -0.890  1.401  0.367  -0.1466
H  -1.200  -1.278  0.351  0.1353
H  1.193  0.538  -0.037  0.1296
H  -0.588  3.353  -0.598  0.1964
H  -2.657  -0.352  -1.466  0.0758
H  -0.542  1.878  1.353  0.1620
H  -2.222  0.318  -2.780  0.1313
H  3.555  -0.698  1.826  0.1342
H  -0.051  2.049  -1.577  0.2109
H  1.688  -1.936  -0.617  0.2323
H  -1.760  2.298  -1.132  0.1732
H  -1.885  0.939  0.428  0.1255
H  0.455  0.046  1.596  0.1594
H  0.477  -3.168  -0.209  0.2246
H  1.217  -2.231  0.994  0.0944
H  -0.503  -1.205  -1.176  0.1026
H  2.499  -0.846  2.992  0.1079

Summary:
Kohn-Sham gap	12.1127	eV
molar mass	112.2	g/mol
total charge	+2
E_HOMO	-18.64	eV

---

*b*
ORCA calculation (ωB97M-V/def2-TZVPD) on a cluster of 3 separate species, C3H16N2O2 in total.

Each line ends with the Löwdin charge.
Cartesian coordinates (Å):
O  -2.985  0.849  -1.694  -0.0513
O  3.260  0.416  1.968  -0.0552
N  -0.278  0.325  -2.357  0.2072
N  0.708  -0.877  2.106  0.2037
C  -0.744  -0.340  0.111  -0.1617
C  0.318  0.201  1.065  -0.1089
C  -0.283  -0.757  -1.294  -0.1117
H  -0.508  -0.086  -3.259  0.1790
H  -1.508  0.436  0.078  0.1025
H  -1.353  -1.185  0.466  0.1432
H  -0.936  -1.549  -1.626  0.1360
H  -1.031  1.012  -2.209  0.1315
H  0.421  -1.744  1.655  0.1588
H  -3.750  0.298  -1.963  0.0978
H  1.324  0.469  0.734  0.1073
H  0.588  0.865  -2.381  0.1789
H  -3.288  1.742  -1.462  0.0844
H  0.013  1.122  1.570  0.1407
H  0.754  -1.073  -1.163  0.1375
H  3.114  1.313  2.307  0.0765
H  1.716  -0.889  2.320  0.1348
H  0.224  -0.838  3.001  0.1770
H  4.227  0.290  2.027  0.0918

Summary:
Kohn-Sham gap	12.4874	eV
molar mass	112.2	g/mol
total charge	+2
E_HOMO	-18.85	eV

---

Most stable structure - *b*; separation to the second - 35.5 kcal/mol.

---

*a*
ORCA calculation (ωB97M-V/def2-TZVPD) on an isolated molecule of C4H6N2OS.

Each line ends with the Löwdin charge.
Cartesian coordinates (Å):
S  2.389  1.008  -0.742  0.6771
O  -2.102  0.202  -2.550  -0.0803
N  -0.543  -0.570  -0.927  0.0800
N  0.331  0.637  0.901  -0.0559
C  1.393  1.354  0.440  -0.8024
C  -1.199  0.510  -1.618  -0.1838
C  0.108  -1.714  1.187  0.0970
C  -0.014  -0.635  0.435  -0.4061
H  0.523  -1.689  2.087  0.0199
H  -0.753  1.545  -1.424  0.1338
H  -0.738  -1.455  -1.350  0.1237
H  -0.451  -2.611  0.873  0.0863
H  -0.301  1.016  1.733  0.2126
H  1.357  2.400  0.955  0.0981

Summary:
Kohn-Sham gap	8.9520	eV
SMILES string	C=C(NC=O)NC=S
molar mass	130.2	g/mol
total charge	0
E_HOMO	-8.86	eV

---

*b*
ORCA calculation (ωB97M-V/def2-TZVPD) on an isolated molecule of C4H6N2OS.

Each line ends with the Löwdin charge.
Cartesian coordinates (Å):
S  -0.809  -0.894  -0.911  0.9348
O  0.200  1.429  -0.301  -0.1043
N  1.198  -0.926  0.873  -0.0371
N  2.131  -0.049  0.030  0.0793
C  1.501  1.050  -0.273  -0.2433
C  0.141  -1.485  0.552  -0.4686
C  -1.733  0.829  1.115  -0.0968
C  -0.971  0.650  -0.273  -0.8191
H  -1.650  0.928  -1.208  0.1143
H  -1.411  0.005  1.950  0.0896
H  -1.367  1.974  1.522  0.1409
H  -0.402  -1.992  1.512  0.1304
H  2.184  1.894  -0.612  0.1461
H  -2.940  0.634  0.783  0.1339

Summary:
Kohn-Sham gap	9.8121	eV
SMILES string	C[C@H]1OC=NN=CS1
molar mass	130.2	g/mol
total charge	0
E_HOMO	-9.25	eV

---

*c*
ORCA calculation (ωB97M-V/def2-TZVPD) on a cluster of 2 separate species, C4H6N2OS in total.

Each line ends with the Löwdin charge.
Cartesian coordinates (Å):
S  2.466  -1.136  0.344  0.6258
O  -1.498  2.346  0.855  0.0429
N  -1.094  -1.052  0.520  -0.0410
N  -1.267  0.031  1.296  0.0766
C  -1.465  0.543  -0.847  -0.0650
C  1.906  -0.110  -0.720  -0.6165
C  -1.454  1.066  0.487  -0.4479
C  -1.364  -0.782  -0.774  -0.1568
H  -1.033  -1.956  0.941  0.1418
H  -1.267  -1.550  -1.562  0.1336
H  1.750  0.921  -0.565  -0.0113
H  -1.351  2.235  1.904  0.1894
H  1.218  -0.462  -1.518  0.0002
H  -1.314  1.137  -1.794  0.1282

Summary:
Kohn-Sham gap	8.4467	eV
SMILES string	Oc1cc[nH]n1.C=S
molar mass	130.2	g/mol
total charge	0
E_HOMO	-8.80	eV

---

*d*
ORCA calculation (ωB97M-V/def2-TZVPD) on an isolated molecule of C4H6N2OS.

Each line ends with the Löwdin charge.
Cartesian coordinates (Å):
S  0.308  1.577  1.784  0.6944
O  -2.301  0.853  -1.419  0.0990
N  0.595  0.392  0.525  -0.3121
N  1.759  -2.195  -0.214  0.0632
C  -1.500  0.920  -0.548  -0.2759
C  0.714  -2.169  -0.966  -0.2344
C  -0.338  0.065  -0.331  -0.3833
C  -0.087  -1.070  -1.279  -0.0471
H  -1.552  1.659  0.413  0.0901
H  2.236  -1.514  0.419  0.1249
H  -0.833  -1.147  -1.993  0.0556
H  2.303  -3.099  -0.263  0.1314
H  0.569  -3.191  -1.480  0.1480
H  1.549  1.392  2.282  -0.1536

Summary:
Kohn-Sham gap	7.6180	eV
SMILES string	N/C=C\C(C=O)=N\S
molar mass	130.2	g/mol
total charge	0
E_HOMO	-7.79	eV

---

Most stable structure - *a*; separation to the second - 7.1 kcal/mol.